Here is a molecular structure, C36H42BiF5N2O2P2Se3 from the OMol25 dataset. Energies are from wB97M-V/def2-TZVPD.

```
93
Properties=species:S:1:pos:R:3:forces:R:3:lowdin_charge:R:1
Bi 0.134 -0.223 -0.233 -0.360 -0.147 -0.555 1.3445
Se 2.449 -0.460 1.371 0.423 -0.118 0.198 0.2831
P 3.520 0.535 -0.248 -0.002 -0.091 0.229 0.2194
Se 2.114 0.941 -1.852 0.232 -0.007 -0.167 0.3697
C 4.919 -0.495 -0.790 -0.054 -0.028 -0.081 -0.4048
C 5.709 -1.128 0.171 0.033 -0.014 -0.179 -0.0949
C 6.788 -1.904 -0.228 -0.022 0.014 0.024 -0.0719
C 7.079 -2.053 -1.581 -0.026 0.033 0.020 -0.0797
C 6.296 -1.418 -2.537 -0.011 -0.007 0.022 -0.0774
C 5.215 -0.637 -2.142 0.015 -0.007 0.006 -0.1204
C 4.300 2.054 0.353 -0.012 0.067 -0.058 -0.3950
C 5.128 2.751 -0.531 -0.012 0.010 0.114 -0.0874
C 5.730 3.930 -0.123 -0.026 -0.049 -0.047 -0.0716
C 5.502 4.417 1.161 0.002 -0.004 0.008 -0.0748
C 4.673 3.730 2.033 -0.045 -0.035 0.001 -0.0676
C 4.066 2.543 1.631 0.057 0.094 -0.042 -0.0959
H 5.469 -1.021 1.220 0.008 -0.014 0.047 0.0902
H 7.402 -2.399 0.517 -0.075 0.052 -0.076 0.1072
H 7.919 -2.664 -1.890 -0.048 0.035 0.025 0.1048
H 6.525 -1.533 -3.591 -0.027 0.030 0.085 0.1068
H 4.595 -0.140 -2.881 0.026 -0.069 0.024 0.0719
H 5.292 2.370 -1.534 0.029 0.049 0.039 0.1063
H 6.372 4.475 -0.805 -0.041 -0.040 0.038 0.1069
H 5.973 5.341 1.478 -0.037 -0.051 -0.023 0.1060
H 4.484 4.120 3.027 0.017 -0.043 -0.078 0.1084
H 3.411 2.002 2.303 0.011 0.034 -0.006 0.0569
O -2.470 -1.504 -0.705 -0.013 -0.015 -0.246 -0.1773
C -2.288 -2.378 -1.827 0.127 0.080 0.082 -0.2497
C -2.145 -3.785 -1.296 0.100 -0.110 0.170 -0.1538
C -1.002 -3.952 -0.271 -0.022 0.179 -0.294 -0.1481
C 0.356 -4.019 -0.922 0.148 0.123 -0.065 -0.2810
C 0.961 -5.254 -1.138 -0.025 -0.019 0.027 -0.0199
C 2.187 -5.316 -1.776 0.041 -0.079 0.011 -0.0583
C 2.778 -4.139 -2.205 0.043 0.044 -0.043 -0.0532
C 2.116 -2.949 -1.960 -0.272 -0.009 0.164 -0.1316
N 0.941 -2.873 -1.318 -0.018 -0.303 -0.018 0.0531
H -2.654 -0.614 -1.043 -0.001 -0.072 -0.087 0.0435
H -1.405 -2.084 -2.401 0.021 0.077 0.003 0.1018
H -3.150 -2.326 -2.493 -0.063 0.051 -0.016 0.1258
H -1.980 -4.456 -2.144 -0.067 -0.050 0.054 0.1225
H -3.087 -4.070 -0.819 0.043 -0.024 -0.017 0.1177
H -1.169 -4.867 0.298 0.045 0.017 0.035 0.1169
H -1.031 -3.114 0.428 -0.015 -0.049 -0.002 0.0579
H 0.468 -6.157 -0.795 0.028 0.059 -0.030 0.1153
H 2.676 -6.270 -1.933 -0.036 0.050 -0.005 0.1101
H 3.733 -4.134 -2.716 -0.074 0.014 0.044 0.1057
H 2.530 -2.007 -2.292 0.051 0.090 0.038 0.0628
Se -0.425 4.608 1.124 -0.074 0.452 0.104 0.5974
C -0.270 2.906 0.813 0.064 -0.256 -0.106 -0.9645
N -0.159 1.753 0.628 -0.156 0.166 0.093 -0.1839
F -3.359 5.459 -3.014 -0.050 0.107 0.000 0.1161
C -2.767 4.281 -2.804 -0.051 0.072 -0.014 -0.1539
C -1.683 3.897 -3.565 0.009 0.024 0.022 -0.1478
F -1.226 4.716 -4.512 0.085 0.080 -0.133 0.1219
C -1.074 2.678 -3.355 0.016 -0.317 0.053 -0.1495
F -0.040 2.348 -4.134 0.269 -0.103 -0.114 0.0838
C -1.520 1.764 -2.387 0.085 -0.013 0.194 -0.3148
O -0.977 0.581 -2.180 -0.088 0.051 0.205 -0.3416
C -2.615 2.206 -1.641 0.027 0.054 -0.057 -0.1513
F -3.093 1.380 -0.682 -0.101 -0.043 0.040 0.0606
C -3.235 3.422 -1.834 -0.018 -0.086 0.122 -0.1572
F -4.284 3.768 -1.089 -0.124 0.026 0.109 0.1201
C -3.594 -0.472 1.904 0.034 0.017 -0.020 -0.1180
C -2.662 -1.529 2.514 -0.006 0.050 -0.041 -0.5408
C -3.300 -2.250 3.702 -0.076 0.011 -0.016 -0.1015
P -0.982 -0.768 2.708 -0.138 0.048 0.166 0.9967
C 0.056 -1.886 3.764 -0.130 -0.135 -0.110 -0.5578
C 0.207 -3.226 3.033 0.058 -0.034 0.051 -0.1265
C -0.279 -2.085 5.244 0.038 -0.060 -0.012 -0.0981
C -1.213 0.811 3.655 0.068 -0.042 -0.009 -0.5354
C -2.148 0.820 4.868 0.058 0.081 -0.001 -0.0980
C 0.164 1.380 4.019 0.059 -0.023 0.031 -0.1290
H -4.455 -0.961 1.442 0.045 0.028 0.035 0.0889
H -3.096 0.115 1.125 -0.104 -0.110 0.253 0.0388
H -3.968 0.222 2.659 0.038 -0.013 -0.010 0.0735
H -2.503 -2.273 1.731 0.011 -0.038 -0.046 0.0674
H -3.384 -1.613 4.584 0.000 -0.054 -0.051 0.0631
H -2.742 -3.147 3.977 -0.043 0.074 -0.001 0.0583
H -4.311 -2.567 3.422 0.074 0.023 0.038 0.0831
H 1.025 -1.389 3.726 0.228 0.077 -0.009 0.0480
H -0.752 -3.750 2.948 0.107 0.042 0.007 0.0701
H 0.898 -3.877 3.579 -0.076 0.048 -0.031 0.0842
H 0.617 -3.089 2.026 -0.050 -0.002 0.074 0.0428
H -1.257 -2.541 5.398 0.054 0.046 0.002 0.0618
H -0.242 -1.150 5.800 -0.003 -0.040 -0.032 0.0546
H 0.471 -2.753 5.682 -0.069 0.035 -0.008 0.0815
H -1.645 1.472 2.899 -0.019 0.069 -0.041 0.0826
H -1.826 0.133 5.651 -0.031 0.036 -0.035 0.0589
H -3.178 0.579 4.607 0.032 -0.011 -0.012 0.0543
H -2.149 1.828 5.295 -0.013 -0.069 -0.016 0.0851
H 0.620 0.818 4.843 -0.055 0.079 -0.109 0.0739
H 0.061 2.422 4.338 -0.002 -0.097 -0.013 0.0834
H 0.851 1.360 3.168 -0.078 0.000 0.075 0.0174
```
Forces are in eV/Å.

Computed properties:
E_LUMO   -0.00436 Ha
HOMO level   -7.7 eV
DFT total energy   -279134.5043 eV
Gap between HOMO and LUMO   7.5875 eV
Energy relative to the best compared isomer or geometry (same formula, charge and spin)   0.160 eV

---

Here is a molecular structure, C36H42BrGeN3OPdS at a distorted geometry from the OMol25 dataset. Energies are from wB97M-V/def2-TZVPD.

```
86
Properties=species:S:1:pos:R:3:forces:R:3:lowdin_spin:R:1
Pd 0.022 0.033 0.258 0.866 -0.178 -0.544 1.1392
C 3.605 -5.986 -3.266 -0.001 0.013 0.059 0.0187
C 2.501 -5.136 -3.928 0.039 -0.039 -0.010 0.0266
C 2.962 -4.718 -5.339 -0.050 0.070 -0.012 0.0151
C 1.231 -5.979 -4.048 -0.007 0.038 0.000 0.0007
C 2.294 -3.895 -3.086 -0.053 0.057 0.026 0.2122
C 1.057 -3.630 -2.431 0.144 -0.184 -0.166 0.0622
C 0.949 -2.502 -1.702 -0.047 0.318 0.187 0.1160
Br -0.713 -2.147 -0.818 -0.256 -0.288 -0.138 0.1261
C 1.999 -1.527 -1.523 0.115 -0.155 -0.122 0.1429
O 1.824 -0.482 -0.839 -0.402 0.013 0.174 0.3815
C 3.270 -1.814 -2.181 0.072 0.002 0.008 0.1338
C 3.341 -2.970 -2.923 -0.043 -0.019 0.032 -0.0113
C 4.515 -0.922 -2.082 -0.065 0.012 0.040 0.0117
C 5.648 -1.752 -1.439 -0.094 0.012 -0.023 0.0081
C 4.927 -0.494 -3.506 -0.041 -0.016 0.056 0.0076
C 4.335 0.351 -1.245 0.061 0.034 0.032 0.0002
H 3.777 -6.876 -3.873 -0.001 0.025 0.024 0.0030
H 3.309 -6.307 -2.265 0.019 0.000 -0.042 0.0001
H 4.550 -5.444 -3.189 -0.034 -0.029 -0.016 0.0000
H 3.104 -5.615 -5.944 -0.003 0.044 0.027 0.0023
H 3.909 -4.175 -5.325 -0.056 -0.047 0.003 0.0000
H 2.212 -4.093 -5.830 0.050 -0.052 0.019 0.0001
H 1.440 -6.843 -4.676 -0.018 -0.011 0.002 -0.0002
H 0.414 -5.425 -4.519 0.037 -0.035 0.018 0.0001
H 0.894 -6.359 -3.080 0.018 0.012 -0.042 0.0000
H 0.226 -4.319 -2.514 0.088 0.035 -0.028 0.0022
H 4.278 -3.191 -3.413 0.032 -0.018 -0.030 -0.0026
H 5.927 -2.615 -2.044 -0.020 0.017 0.006 -0.0002
H 5.361 -2.109 -0.446 0.020 0.035 -0.048 0.0001
H 6.533 -1.123 -1.331 -0.022 -0.026 -0.017 0.0009
H 5.205 -1.340 -4.135 -0.020 0.011 0.031 -0.0001
H 5.792 0.168 -3.442 -0.029 -0.034 -0.009 0.0008
H 4.119 0.052 -4.002 0.057 -0.023 0.036 0.0001
H 4.038 0.137 -0.218 0.074 0.013 -0.080 0.0001
H 3.604 1.035 -1.681 0.043 -0.043 0.028 0.0001
H 5.296 0.865 -1.213 -0.001 0.012 -0.031 0.0000
C 1.207 -1.897 5.857 0.013 0.091 -0.045 0.0106
C 1.533 -0.953 4.687 -0.008 -0.158 0.101 0.0350
C 0.350 -0.331 4.075 0.091 -0.027 -0.149 0.1977
N 0.208 -0.141 2.732 0.396 -0.233 1.560 0.1589
N -0.897 0.446 2.425 -0.578 0.131 -0.236 0.3073
C -1.682 0.743 3.504 0.148 -0.022 0.099 0.0801
N -2.811 1.352 3.323 -0.475 0.186 -0.058 0.2542
S -0.984 0.234 5.013 0.176 -0.059 -0.500 0.0021
H 2.137 -2.251 6.298 -0.012 -0.006 -0.010 0.0003
H 0.637 -2.762 5.518 0.000 0.026 -0.004 0.0004
H 0.648 -1.392 6.649 0.046 -0.004 -0.033 0.0001
H 2.087 -1.454 3.894 0.054 -0.009 -0.013 0.0016
H 2.169 -0.131 5.048 0.012 0.012 -0.019 0.0188
H -3.110 1.597 2.368 0.020 -0.023 0.200 0.0025
H -3.428 1.586 4.097 0.050 0.003 -0.147 0.0048
C -2.223 2.164 -5.449 0.169 -0.187 0.145 0.3018
C -2.624 3.183 -4.558 0.043 -0.207 -0.276 0.0358
C -2.225 3.109 -3.260 0.341 -0.417 0.259 0.1272
C -1.387 2.010 -2.795 -0.120 -0.096 -0.394 0.3380
C -0.993 0.992 -3.718 -0.155 0.476 0.368 0.0520
C -1.390 1.064 -5.014 -0.334 0.356 -0.355 0.1142
Ge -0.891 1.974 -0.877 -0.445 0.924 -0.026 0.2635
C -2.648 2.230 -0.021 -0.092 -0.332 -0.062 0.0763
C -3.573 1.171 -0.036 -0.059 0.280 0.185 0.0173
C -4.817 1.313 0.573 0.084 -0.031 -0.052 0.0009
C -5.145 2.511 1.204 0.024 0.056 -0.010 0.0100
C -4.232 3.561 1.228 0.017 0.034 0.006 0.0037
C -2.985 3.426 0.618 -0.113 -0.114 0.035 0.0183
C 0.131 3.593 -0.536 0.213 -0.229 -0.018 0.0764
C 0.479 4.506 -1.532 0.109 0.054 0.158 0.0216
C 1.205 5.646 -1.204 -0.053 -0.066 -0.066 0.0041
C 1.601 5.870 0.108 -0.038 -0.014 -0.014 0.0162
C 1.287 4.950 1.100 -0.071 -0.110 0.012 -0.0003
C 0.557 3.812 0.779 0.027 0.213 -0.107 0.0234
H -2.549 2.202 -6.482 0.044 -0.030 0.028 0.0118
H -3.242 4.001 -4.904 0.013 -0.051 -0.058 -0.0017
H -2.535 3.875 -2.559 0.058 -0.055 0.075 0.0025
H -0.366 0.176 -3.387 0.015 -0.016 0.087 0.0002
H -1.090 0.306 -5.728 -0.076 0.098 -0.044 0.0025
H -3.327 0.232 -0.521 0.008 0.012 -0.024 0.0016
H -5.532 0.499 0.547 0.020 0.037 0.002 -0.0001
H -6.116 2.629 1.666 -0.012 0.004 0.001 0.0005
H -4.492 4.495 1.713 -0.010 -0.041 -0.025 0.0003
H -2.281 4.251 0.647 -0.026 -0.027 -0.026 0.0009
H 0.195 4.344 -2.566 0.011 -0.004 0.003 0.0040
H 1.469 6.356 -1.978 -0.024 0.006 0.026 0.0004
H 2.154 6.765 0.358 0.045 -0.011 -0.009 0.0008
H 1.614 5.119 2.118 -0.028 0.010 -0.031 -0.0001
H 0.306 3.100 1.560 0.009 -0.007 0.018 0.0036
```
Forces are in eV/Å.

Computed properties:
E_LUMO (spin up / spin down)   -0.30623 / -0.42396 Ha
HOMO level (spin up / spin down)   -15.2 / -16.1 eV
DFT total energy   -185374.8680 eV
Gap between HOMO and LUMO (spin up / spin down)   6.8402 / 4.5704 eV
Multiplicity   6
Net charge   +3

---

Which value of DFT total energy does entry 1 give?
-279134.5043 eV